Record 1
10
Properties=species:S:1:pos:R:3:nbo_charge:R:1 method="wB97M-V/def2-TZVPD" lumo_ev=0.641 e_tot_ha=-2573.3915 homo_energy_ev=-8.7 de_lowest_kcal_mol=38.0
C -1.043 -0.332 -0.579 0.050
C 0.083 -1.155 0.011 -0.643
C 0.669 1.359 0.324 -0.383
N -1.059 0.923 -0.465 -0.348
Se 1.752 -0.245 0.059 0.268
H -2.031 -0.839 -0.910 0.212
H -0.215 -1.264 1.016 0.229
H 0.221 -2.101 -0.463 0.235
H 1.025 2.117 -0.290 0.203
H 0.599 1.537 1.297 0.177



Record 2
10
Properties=species:S:1:pos:R:3:nbo_charge:R:1 method="wB97M-V/def2-TZVPD" lumo_ev=0.316 e_tot_ha=-2573.4364 smiles=C[Se]CC#N homo_energy_ev=-9.0 de_lowest_kcal_mol=9.8
C 1.279 0.759 2.884 0.235
C 0.228 -0.548 -0.904 -0.777
C 0.303 0.378 1.969 -0.658
N 2.178 0.880 3.611 -0.289
Se 0.908 -1.227 0.773 0.284
H 0.850 0.287 -1.115 0.223
H 0.407 -1.384 -1.508 0.233
H -0.838 -0.366 -0.627 0.230
H -0.751 0.397 2.223 0.262
H 0.325 1.113 1.039 0.256



Record 3
11
Properties=species:S:1:pos:R:3:nbo_charge:R:1 method="wB97M-V/def2-TZVPD" lumo_ev="-3.924 / -3.925" e_tot_ha=-516.8047 total_charge=+1 homo_energy_ev="-9.2 / -9.2"
C -0.202 1.169 0.241 -0.085
O 0.073 1.832 1.302 -0.840
Na -1.634 3.229 1.890 0.981
H -0.781 1.831 -0.481 -0.016
Na 2.524 0.498 0.107 0.961
C 0.201 -1.180 -1.145 -0.460
C -0.083 -1.501 0.162 -0.340
H 0.928 -1.789 -1.687 0.194
H -0.382 -0.614 -1.872 0.212
H 0.434 -2.116 0.901 0.198
H -1.078 -1.359 0.583 0.194



Record 4
12
Properties=species:S:1:pos:R:3:nbo_charge:R:1 method="wB97M-V/def2-TZVPD" lumo_ev=-0.265 e_tot_ha=-505.2221 homo_energy_ev=-5.7 de_lowest_kcal_mol=71.1
H 2.589 1.734 -1.437 -0.645
O -0.702 1.037 0.476 -0.479
C 0.534 0.564 0.640 0.924
C -1.594 -0.010 0.054 -0.103
O 1.505 1.246 0.265 -0.629
O 0.550 -0.771 0.524 -0.501
C -0.675 -1.228 -0.079 -0.102
H -2.069 0.285 -0.887 0.207
H -2.349 -0.132 0.840 0.189
H -0.472 -1.503 -1.121 0.200
H -1.022 -2.098 0.484 0.197
Na 3.704 0.877 0.242 0.741



Record 5
10
Properties=species:S:1:pos:R:3:nbo_charge:R:1 method="wB97M-V/def2-TZVPD" lumo_ev=-6.579 e_tot_ha=-267.3852 total_charge=+1 homo_energy_ev=-15.7 de_lowest_kcal_mol=64.6
C -0.115 1.080 0.004 0.515
C 1.025 0.214 -0.023 -0.260
C -1.022 -0.915 -0.019 0.182
O 0.723 -1.108 -0.069 -0.466
O -1.189 0.450 -0.120 -0.328
H -0.115 2.229 0.004 0.278
H 1.717 0.508 -0.841 0.286
H 1.621 0.235 0.866 0.302
H -1.601 -1.488 -0.804 0.262
H -1.044 -1.205 1.001 0.227



Record 6
11
Properties=species:S:1:pos:R:3:nbo_charge:R:1 method="wB97M-V/def2-TZVPD" lumo_ev=0.829 e_tot_ha=-609.0758 homo_energy_ev=-10.1 de_lowest_kcal_mol=45.6
C -0.628 -0.119 -1.385 0.801
C 0.435 -0.662 -0.402 -0.555
C 0.381 0.800 0.113 -0.202
O -1.259 -0.494 -2.282 -0.517
O -0.672 1.142 -0.820 -0.507
P -0.324 0.814 1.757 0.369
H 0.087 -1.295 0.384 0.234
H 1.315 -1.139 -0.742 0.241
H 1.410 1.358 -0.018 0.223
H 0.508 -0.260 1.930 -0.047
H -1.253 -0.144 1.463 -0.040



Record 7
11
Properties=species:S:1:pos:R:3:nbo_charge:R:1 method="wB97M-V/def2-TZVPD" lumo_ev=3.451 e_tot_ha=-666.0250 smiles="O=C([O-])CCS" total_charge=-1 homo_energy_ev=-3.7 de_lowest_kcal_mol=13.0
O 2.370 0.458 -0.632 -0.784
C 1.525 0.042 0.190 0.806
O 1.504 -0.810 1.077 -0.779
C 0.093 0.912 -0.027 -0.599
C -1.033 -0.032 0.211 -0.490
S -1.437 -1.058 -1.291 -0.144
H 0.212 1.509 0.900 0.195
H 0.278 1.558 -0.874 0.224
H -0.710 -0.762 0.950 0.257
H -1.987 0.403 0.562 0.186
H -0.814 -2.219 -1.065 0.126



Record 8
11
Properties=species:S:1:pos:R:3:nbo_charge:R:1 method="wB97M-V/def2-TZVPD" lumo_ev=3.369 e_tot_ha=-666.0043 smiles="O=C([O-])CCS" total_charge=-1 homo_energy_ev=-4.2 de_lowest_kcal_mol=26.0
O -0.961 -1.400 -1.847 -0.766
C -0.528 -0.343 -1.314 0.747
O 0.008 0.658 -1.849 -0.790
C -0.844 -0.008 0.179 -0.522
C 0.446 0.471 0.836 -0.618
S 1.828 -0.514 1.202 -0.057
H -1.727 0.582 0.473 0.204
H -0.891 -0.930 0.767 0.183
H 0.648 1.269 0.076 0.256
H 0.018 1.095 1.627 0.210
H 2.003 -0.879 -0.149 0.153